1.
Here is an isolated ion of composition C3H4NO2 and charge +1 from the Open Molecules 2025 dataset. Energies are from ωB97M-V/def2-TZVPD.

Atoms and positions in Å:
C 1.01106 -0.44221 0.36914
C 0.90986 0.61316 1.16967
C 0.12474 -0.75775 -0.64570
N -1.02144 0.34615 -0.55354
O 0.03682 -1.60445 -1.42784
O 0.95494 1.37952 2.05150
H 1.88688 -1.13520 0.47574
H -1.97462 -0.06686 -0.88445
H -0.89443 1.21305 -1.06487
H -1.03380 0.45460 0.51035

## Properties
Kohn-Sham gap ... 10.091 eV
E_LUMO ... -5.462 eV
SMILES string ... [NH3+]C(=O)C=C=O
Total charge ... +1

Now the Mulliken charges, all in e: number 1, C, carries -0.510; number 2, C, carries 0.543; number 3, C, carries 0.493; number 4, N, carries -0.440; number 5, O, carries -0.342; number 6, O, carries -0.217; number 7, H, carries 0.383; number 8, H, carries 0.394; number 9, H, carries 0.333; number 10, H, carries 0.364


2.
Here is a 2-piece molecular cluster, C3H4NO2S overall from the Open Molecules 2025 dataset. Energies are from ωB97M-V/def2-TZVPD.

Atoms and positions in Å:
C 1.30190 -0.41379 -0.33891
C -1.94414 -1.13495 -0.04644
C -0.72652 0.54945 0.33006
N 0.26313 0.32443 -0.55191
O -3.04761 -0.68633 -0.31023
O -1.31513 -2.14526 -0.05704
S -1.70396 1.99870 -0.04192
H 1.87296 -0.57618 -1.32402
H 1.77531 -0.86379 0.47192
H -0.43805 0.48757 1.38338
H -2.95079 1.34570 -0.14685

## Properties
Kohn-Sham gap ... 7.143 eV
E_LUMO ... 3.712 eV
Total charge ... -1

Now the Mulliken charges, all in e: number 1, C, carries -0.411; number 2, C, carries 0.708; number 3, C, carries -0.406; number 4, N, carries -0.407; number 5, O, carries -0.612; number 6, O, carries -0.544; number 7, S, carries -0.370; number 8, H, carries 0.193; number 9, H, carries 0.318; number 10, H, carries 0.390; number 11, H, carries 0.140


3.
Here is a 2-piece molecular cluster, C3H4NO4 overall from the Open Molecules 2025 dataset. Energies are from ωB97M-V/def2-TZVPD.

Atoms and positions in Å:
C -1.26834 -0.22823 0.36846
C 1.08990 -0.54907 -0.11044
C 2.28628 1.23537 0.30223
N -0.11248 -0.51398 0.16031
O 1.66584 -1.58253 -0.56935
O 3.40470 1.07894 0.12194
O -3.46450 0.22464 -0.24758
O -2.08212 0.18448 -0.61690
H -1.89450 -0.61684 1.28287
H 1.76018 1.95355 0.90900
H 2.60381 -1.45006 -0.44425
H -3.98878 0.26374 -1.15630

## Properties
Kohn-Sham gap ... 9.305 eV
E_LUMO ... -4.899 eV
Total charge ... +1

Now the Mulliken charges, all in e: number 1, C, carries 0.034; number 2, C, carries 0.136; number 3, C, carries 0.208; number 4, N, carries 0.077; number 5, O, carries -0.340; number 6, O, carries -0.196; number 7, O, carries -0.318; number 8, O, carries -0.124; number 9, H, carries 0.350; number 10, H, carries 0.372; number 11, H, carries 0.411; number 12, H, carries 0.391


4.
Here is an isolated ion of composition C3H4NOS and charge +1 from the Open Molecules 2025 dataset. Energies are from ωB97M-V/def2-TZVPD.

Atoms and positions in Å:
C -0.72648 -0.33265 -0.18679
C -0.41083 1.05306 -0.12193
C 0.27466 -1.38360 0.08098
N 0.62893 1.73693 0.29031
O 1.25625 2.75476 0.32928
S 1.67555 -1.21550 1.08758
H -1.77464 -0.52143 -0.65125
H -1.16535 1.88890 -0.39917
H -0.23347 -2.34395 0.54317
H 0.47538 -1.63653 -0.97219

## Properties
Kohn-Sham gap (spin up / spin down) ... 6.836 / 5.978 eV
E_LUMO (spin up / spin down) ... -7.545 / -7.918 eV
Total charge ... +1

Now the Mulliken charges, all in e: number 1, C, carries -0.208; number 2, C, carries 0.109; number 3, C, carries -0.464; number 4, N, carries 0.354; number 5, O, carries -0.248; number 6, S, carries 0.066; number 7, H, carries 0.346; number 8, H, carries 0.347; number 9, H, carries 0.334; number 10, H, carries 0.366


Asked for energy relative to the best compared isomer or geometry (same formula, charge and spin) across the records above, the calculation gives 0.991, 1.260, 0.404, 4.529 eV in order.
Asked for DFT total energy across the records above, the calculation gives -8751.998, -19596.026, -12842.191, -17534.606 eV in order.